Here is a molecular structure, C5H8N2O2 at a distorted geometry from the OMol25 dataset. Energies are from ωB97M-V/def2-TZVPD.

```
17
Properties=species:S:1:pos:R:3:nbo_charge:R:1
C -1.687 -0.066 1.037 -0.30
C -0.785 -0.554 -1.042 0.34
C 1.911 -0.957 0.394 0.20
C 0.830 1.205 -0.501 -0.04
C -0.320 0.866 -0.920 -0.29
H -1.318 -0.968 1.720 0.20
H -2.751 0.110 1.470 0.19
H -1.239 0.844 1.131 0.20
H -1.292 -0.639 -1.948 0.18
H 2.388 -1.378 1.447 0.22
H 2.585 1.277 0.820 0.42
H 1.039 2.209 -0.954 0.22
H -1.079 1.683 -1.129 0.23
N 1.128 -1.853 -0.164 -0.17
N 2.020 0.439 0.031 -0.67
O -1.746 -0.814 -0.218 -0.50
O 0.317 -1.404 -1.175 -0.42
```

The calculation puts the total energy at -455.0618 a.u. The strongest force on any atom is 7.97 eV/Å. The value obtained for the molar mass is 128.131 Da. The calculation puts the LUMO energy at 0.4 eV. For the HOMO energy, the calculation gives -0.31875 hartree. The gap between HOMO and LUMO is 9.03 eV. For the energy above the lowest of the compared OMol25 structures with the same formula, charge and spin, the calculation gives 186.1 kcal per mole.